Record 1
Below is 4 unconnected molecules or ions with the total composition C4H15NO3 in a non-equilibrium geometry, with properties calculated with wB97M-V/def2-TZVPD.

XYZ file:
```
23
Properties=species:S:1:pos:R:3:forces:R:3
N 0.235448 0.151206 0.592092 -1.3 0.3 1.5
C 0.468005 1.142795 -0.437918 0.3 0.1 -2.1
C -0.080458 0.428957 -1.717583 1.7 -0.5 0.7
C -1.238949 -0.391284 -1.201671 -2.1 0.7 -0.8
C -0.985817 -0.628963 0.286938 0.4 -1.5 -0.9
H -0.018798 0.621004 1.462863 0.5 0.2 -0.1
H 0.046023 2.145379 -0.345120 -0.4 -0.2 0.6
H 1.546183 1.279725 -0.625619 -0.1 0.0 0.4
H -0.247630 1.030957 -2.605747 -0.4 0.4 0.2
H 0.782607 -0.219716 -1.980975 -0.7 -0.1 -0.1
H -2.208561 0.158717 -1.309431 0.8 0.2 0.2
H -1.467719 -1.253375 -1.836961 0.5 -0.4 0.4
H -1.887139 -0.455747 0.893234 0.4 0.6 0.0
H -0.793365 -1.717436 0.438384 0.1 0.4 0.1
H 2.731664 -0.209114 1.656832 -0.3 -1.0 0.1
H 1.755726 -1.386203 1.607868 0.0 0.3 -0.4
O 2.657814 -1.166168 1.861094 0.6 0.8 0.4
H -2.257282 2.768066 0.760529 -0.4 0.4 0.5
H -2.015043 3.367187 2.258435 -0.5 -0.1 -0.6
O -1.645044 2.851284 1.517075 1.0 -0.5 0.1
H 2.069711 -3.452676 -0.316849 -0.5 0.0 0.1
H 0.793615 -2.500617 -0.450176 0.4 -0.4 0.1
O 1.759008 -2.563978 -0.507293 0.0 0.4 -0.4
```
Positions in Å, forces in eV/Å.

Values from the calculation:
HOMO-LUMO gap (spin up / spin down): 0.091 / 0.330 Ha
HOMO (spin up / spin down): 0.8 / -5.9 eV
LUMO energy (spin up / spin down): 3.236 / 3.111 eV
Net charge: -1
E_tot: -12022.3164 eV
2S+1: 2

Record 2
Below is 3 unconnected molecules or ions with the total composition C4H15NO3 in a non-equilibrium geometry, with properties calculated with wB97M-V/def2-TZVPD.

XYZ file:
```
23
Properties=species:S:1:pos:R:3:forces:R:3
C -1.371258 1.178584 1.302133 0.6 0.7 -1.3
O -2.606559 0.669853 0.837404 -0.1 -0.3 0.4
C -0.156076 0.414834 0.804039 0.6 -1.1 0.6
C 1.133592 0.580896 1.663691 -0.1 0.1 -0.2
C 1.600103 -0.715718 2.343141 0.1 0.1 0.0
N 0.070059 0.587634 -0.623774 0.2 0.3 -0.8
H -1.277159 2.191060 0.870812 0.1 0.2 0.7
H -1.333413 1.190920 2.387451 -0.4 0.1 0.1
H -2.506892 0.491049 -0.104275 0.1 -0.1 0.0
H -0.405549 -0.647883 0.918538 -0.2 0.1 -0.1
H 1.916743 0.958492 1.006270 0.0 -0.1 0.0
H 1.019727 1.339152 2.441189 -0.2 0.2 0.0
H 1.168336 -0.768149 3.345022 0.1 -0.2 0.0
H 2.689496 -0.740813 2.412718 0.0 0.1 0.2
H 1.333625 -1.629424 1.810324 -0.1 0.1 -0.2
H 0.886379 0.039962 -0.911278 -0.3 -0.5 0.0
H 0.417676 1.511430 -0.886915 -0.5 0.2 0.4
H 3.594671 -1.283861 -3.289488 0.0 -0.1 0.1
H 2.225783 -1.833797 -2.825509 0.1 0.0 0.0
O 2.686076 -1.012918 -3.080265 -0.2 0.2 0.0
H -1.269463 -0.573650 -1.736161 0.4 0.0 0.0
H -2.312049 -0.805984 -2.816670 0.1 -0.2 0.0
O -1.729564 -1.285949 -2.214256 -0.4 0.3 0.0
```
Positions in Å, forces in eV/Å.

Values from the calculation:
HOMO-LUMO gap (spin up / spin down): 0.091 / 0.368 Ha
HOMO (spin up / spin down): 1.0 / -6.8 eV
LUMO energy (spin up / spin down): 3.435 / 3.269 eV
Net charge: -1
E_tot: -12022.5965 eV
2S+1: 2

Record 3
Below is 4 unconnected molecules or ions with the total composition C4H15NO3, with properties calculated with wB97M-V/def2-TZVPD.

XYZ file:
```
23
Properties=species:S:1:pos:R:3:forces:R:3
C -2.244566 0.734330 -1.496176 -0.5 -0.4 0.1
C -1.150084 0.423626 -0.471651 0.5 0.6 -0.1
C -0.375528 -0.797861 -0.844859 0.2 -0.7 -0.1
C -0.591244 -1.982000 -0.238605 -0.3 -0.1 0.5
N 0.573284 -0.621675 -1.824032 -0.2 0.6 -0.3
H -3.112736 1.253634 -1.073971 0.3 0.3 0.1
H -1.843037 1.297931 -2.341781 -0.1 0.0 0.1
H -2.670604 -0.184765 -1.890601 0.1 -0.2 -0.1
H -0.480306 1.281040 -0.478003 0.3 0.1 0.1
H -1.462769 0.360725 0.565274 -0.5 -0.2 0.0
H -1.194079 -1.985848 0.666738 -0.3 -0.1 -0.3
H -0.208603 -2.938602 -0.575658 0.3 0.2 0.0
H 0.525084 0.252055 -2.338407 0.1 -0.1 0.0
H 0.899699 -1.397911 -2.377499 0.0 -0.2 0.2
H 2.563931 0.220580 0.268044 -0.1 -0.3 0.2
H 2.590831 0.008714 1.834618 -0.1 -0.2 -0.7
O 2.819456 0.620421 1.111882 0.4 0.5 0.0
H 0.738237 -0.429437 2.442165 -0.2 -0.1 -0.1
H 0.708394 -1.669785 1.526006 0.1 0.3 -0.1
O 1.163015 -1.288640 2.298838 -0.1 0.0 0.4
H 1.400350 1.759446 1.360821 0.0 0.2 0.3
H 0.649680 3.020758 1.898260 0.0 -0.1 -0.1
O 0.701598 2.063266 1.978597 -0.2 -0.1 0.0
```
Positions in Å, forces in eV/Å.

Values from the calculation:
HOMO-LUMO gap (spin up / spin down): 0.107 / 0.315 Ha
HOMO (spin up / spin down): 0.9 / -4.9 eV
LUMO energy (spin up / spin down): 3.867 / 3.677 eV
Net charge: -1
E_tot: -12022.8189 eV
2S+1: 2

Record 4
Below is 4 unconnected molecules or ions with the total composition C4H15NO3 in a non-equilibrium geometry, with properties calculated with wB97M-V/def2-TZVPD.

XYZ file:
```
23
Properties=species:S:1:pos:R:3:forces:R:3
C -0.911913 1.677668 1.180870 0.6 -0.9 1.5
C -1.975443 0.595900 1.276713 -1.5 -0.1 -0.8
C -1.720572 -0.320404 0.063953 0.9 0.7 0.9
N -0.251059 -0.279236 -0.093084 0.3 0.2 -0.7
C 0.268276 1.021485 0.376042 -0.7 0.2 2.0
H -0.595728 1.824395 2.230477 0.1 0.6 -0.6
H -1.314326 2.607391 0.791105 0.2 0.0 -0.2
H -2.006391 -0.017384 2.188325 0.4 0.4 -0.1
H -2.955009 1.086517 1.197352 0.0 -0.3 0.1
H -2.075086 -1.333498 0.266777 0.1 0.1 -0.4
H -2.155628 0.120007 -0.825983 -0.3 -0.2 -0.2
H 0.205248 -1.046015 0.374679 -0.1 0.0 0.1
H 1.087485 0.922342 1.124968 -0.3 -0.2 -0.8
H 0.628096 1.746884 -0.334336 0.1 -0.2 -0.9
O 2.302906 -1.434744 -1.208421 0.9 0.2 -0.2
H 1.451941 -1.850309 -1.103594 -0.5 0.2 -0.2
H 2.176936 -0.590714 -1.660365 -0.3 -0.4 0.2
O 2.230943 -1.404646 2.039422 0.5 -0.9 0.6
H 1.626695 -0.757264 1.691771 -0.4 0.3 0.1
H 1.853425 -1.822423 2.834435 0.0 0.5 -0.6
O 0.713426 -0.003200 -4.436752 -0.2 -1.0 -0.8
H 0.570715 -0.973518 -4.446689 0.2 0.9 0.1
H 0.845065 0.230768 -3.527666 0.0 0.1 0.7
```
Positions in Å, forces in eV/Å.

Values from the calculation:
HOMO-LUMO gap: 0.360 Ha
HOMO: -9.3 eV
LUMO energy: 0.480 eV
E_tot: -12023.0310 eV
2S+1: 1
Structure (SMILES): C1CCNC1.O.O.O

Record 5
Below is 4 unconnected molecules or ions with the total composition C4H15NO3 in a non-equilibrium geometry, with properties calculated with wB97M-V/def2-TZVPD.

XYZ file:
```
23
Properties=species:S:1:pos:R:3:forces:R:3
C 0.127490 -2.645649 0.833416 -1.2 0.4 1.3
C 0.061443 -1.301957 0.805979 2.3 -0.3 -1.4
N -1.062695 -0.533099 0.717795 -0.4 0.5 0.5
C -0.946744 0.909555 0.854456 -1.8 0.3 1.2
C -2.379594 1.506937 0.852369 0.6 -0.8 0.4
H 0.967469 -3.269099 0.624225 0.7 0.2 0.2
H -0.712872 -3.148845 1.310882 -0.2 -0.3 -0.7
H 1.012765 -0.722741 0.664702 -1.1 -0.5 -0.3
H -1.881680 -0.888385 1.199111 0.1 -0.2 -0.2
H -0.552517 1.146754 1.868932 0.3 0.2 -0.7
H -0.408646 1.382992 0.052994 0.7 -0.2 -0.3
H -2.911076 1.063302 1.677494 -0.2 0.1 0.9
H -2.324631 2.584146 0.990118 -0.3 0.0 -0.3
H -3.016305 1.163031 0.046521 0.4 0.4 -0.8
O 0.549368 -1.219582 -3.271653 -0.7 0.0 0.5
H -0.181041 -0.652654 -2.970868 0.3 0.1 -0.3
H 0.415618 -1.971250 -2.677935 0.3 -0.1 -0.1
O 2.560359 1.054512 0.501172 0.1 -0.1 0.2
H 2.331497 1.918939 0.861779 0.4 -0.1 0.1
H 3.519861 0.947382 0.483520 -0.2 0.3 0.2
O 1.402295 1.126531 -1.910994 -0.9 1.3 -0.6
H 1.918334 1.233764 -1.104406 0.2 -1.0 -0.3
H 1.511302 0.315415 -2.409609 0.5 -0.4 0.4
```
Positions in Å, forces in eV/Å.

Values from the calculation:
HOMO-LUMO gap: 0.302 Ha
HOMO: -7.8 eV
LUMO energy: 0.359 eV
E_tot: -12022.7077 eV
2S+1: 1
Structure (SMILES): C=CNCC.O.O.O

Record 6
Below is 3 unconnected molecules or ions with the total composition C4H15NO3 in a non-equilibrium geometry, with properties calculated with wB97M-V/def2-TZVPD.

XYZ file:
```
23
Properties=species:S:1:pos:R:3:forces:R:3
C -0.991452 0.478866 -1.515289 -0.2 1.6 2.9
C 0.141708 0.894727 -0.385145 0.2 -0.8 -3.9
N 0.639023 -0.226122 0.352479 -0.8 -1.5 1.5
C 1.248824 -1.249066 -0.497760 -0.6 -0.5 -1.5
C 2.694091 -0.953465 -0.886736 0.0 1.5 2.6
O 3.410626 -0.812833 0.349315 1.9 -0.7 0.4
H -0.972452 -0.542615 -1.817762 0.6 -0.5 -0.5
H -1.930985 0.501922 -0.949072 -0.1 0.4 -0.4
H -1.015241 1.194659 -2.335915 0.0 -0.2 0.0
H 0.966819 1.260770 -1.030652 -0.1 -0.1 0.6
H -0.112335 1.750251 0.216739 -0.5 0.0 0.3
H -0.153496 -0.671644 0.866012 0.9 0.5 -0.5
H 1.290017 -2.280864 -0.085012 -0.1 0.9 0.6
H 0.604448 -1.429603 -1.384410 0.6 0.2 0.0
H 3.010399 0.050336 -1.258640 -1.2 -1.0 -1.2
H 3.085268 -1.825872 -1.390438 0.3 0.1 -0.6
H 2.939872 -0.768127 1.182226 -0.9 0.0 -0.4
O -3.000168 -0.539377 1.188311 -0.1 0.1 0.2
H -3.693817 0.117652 1.062436 -0.1 -0.2 -0.1
H -2.972145 -0.659908 2.145191 0.1 0.0 0.0
O -1.754841 2.084349 2.364172 -0.1 0.5 0.7
H -0.919334 1.805977 1.973588 -0.5 -0.2 -0.3
H -2.514829 1.819986 1.836361 0.7 -0.2 -0.3
```
Positions in Å, forces in eV/Å.

Values from the calculation:
HOMO-LUMO gap: 0.347 Ha
HOMO: -9.0 eV
LUMO energy: 0.391 eV
E_tot: -12022.2091 eV
2S+1: 1
Structure (SMILES): CCNCCO.O.O

Record 7
Below is 3 unconnected molecules or ions with the total composition C4H15NO3 in a non-equilibrium geometry, with properties calculated with wB97M-V/def2-TZVPD.

XYZ file:
```
23
Properties=species:S:1:pos:R:3:forces:R:3
C 0.000075 -2.490693 -0.215191 1.5 -0.6 -0.8
C 0.107489 -1.352185 -1.209023 -1.9 1.7 0.4
O 1.117173 -1.319704 -2.171451 0.7 -0.8 -0.6
C 0.105034 0.046013 -0.516535 -1.3 -0.2 0.8
C 1.453825 0.469119 0.051051 0.7 0.5 0.3
N -0.602310 0.984265 -1.386692 0.7 0.5 -0.3
H -0.329437 -3.423130 -0.675733 0.0 0.1 -0.1
H -0.681214 -2.252577 0.576302 -0.4 0.2 0.4
H 0.989815 -2.689987 0.204390 0.0 -0.1 0.3
H -0.864196 -1.300314 -1.744817 0.6 -0.2 0.0
H 1.848346 -1.917202 -1.985062 -0.2 0.0 0.2
H -0.589914 -0.078010 0.340925 0.2 0.0 -0.4
H 2.103606 -0.396276 0.106264 0.3 -0.2 0.1
H 1.415476 0.887598 1.064098 -0.4 -0.2 0.0
H 2.015613 1.259875 -0.472805 -0.5 -0.5 -0.5
H 0.048699 1.319884 -2.103619 -0.4 -0.1 0.2
H -0.954495 1.795956 -0.875640 0.2 -0.3 -0.1
O -1.557394 3.288460 0.813761 0.2 -0.2 0.0
H -1.078957 2.748884 1.461193 -0.2 0.3 -0.1
H -0.990550 4.040881 0.614470 0.0 -0.1 0.1
O -1.241237 0.445363 2.952699 0.2 -0.2 -0.3
H -0.645839 0.352455 2.196114 0.0 0.1 0.2
H -1.669608 -0.418677 2.975299 -0.1 0.1 0.2
```
Positions in Å, forces in eV/Å.

Values from the calculation:
HOMO-LUMO gap: 0.357 Ha
HOMO: -9.1 eV
LUMO energy: 0.555 eV
E_tot: -12023.3466 eV
2S+1: 1
Structure (SMILES): C[C@H](O)[C@@H](C)N.O.O

Record 8
Below is 3 unconnected molecules or ions with the total composition C4H15NO3 in a non-equilibrium geometry, with properties calculated with wB97M-V/def2-TZVPD.

XYZ file:
```
23
Properties=species:S:1:pos:R:3:forces:R:3
C -2.391667 0.355900 1.622915 0.5 0.5 0.8
C -1.047717 -0.376484 1.556713 -0.2 -0.9 -0.3
O -0.242842 -0.244340 2.718012 0.4 0.5 0.1
C -0.208955 -0.124492 0.267940 -0.3 0.4 0.0
C -0.224328 1.273044 -0.351847 0.7 -0.1 0.6
N 1.185811 -0.531865 0.429495 -0.4 0.1 -1.1
H -2.504978 0.826206 2.609565 0.0 -0.2 0.0
H -3.233702 -0.322878 1.523326 -0.1 0.1 -0.4
H -2.415643 1.203790 0.942364 -0.4 -0.3 -0.2
H -1.259163 -1.452885 1.481411 -0.1 0.0 0.1
H -0.725072 0.163385 3.440200 -0.2 0.0 -0.1
H -0.714523 -0.767358 -0.458153 0.3 -0.2 -0.1
H 0.336209 1.221469 -1.284328 -0.2 0.1 -0.2
H 0.352989 1.965344 0.271750 -0.3 0.1 0.1
H -1.224469 1.648516 -0.523086 0.0 0.2 -0.2
H 1.262099 -1.536343 0.467978 0.2 -0.1 0.4
H 1.559816 -0.079421 1.247842 0.1 -0.3 0.3
O 3.054805 -0.423666 -2.463855 0.3 0.2 0.4
H 3.949518 -0.106935 -2.275389 -0.2 -0.2 -0.3
H 2.589388 -0.245782 -1.632557 -0.2 -0.1 0.1
O 0.395057 -0.909889 -3.494653 -0.1 0.0 0.2
H 0.147515 -0.554485 -2.629593 0.2 -0.1 -0.3
H 1.359851 -0.980831 -3.466049 -0.1 0.1 0.1
```
Positions in Å, forces in eV/Å.

Values from the calculation:
HOMO-LUMO gap: 0.378 Ha
HOMO: -9.6 eV
LUMO energy: 0.666 eV
E_tot: -12023.6642 eV
2S+1: 1
Structure (SMILES): C[C@H](O)[C@@H](C)N.O.O